DFT (ωB97M-V/def2-TZVPD) results for a 2-piece molecular cluster, C3H5N2O3 overall at a distorted geometry.

```
13
Properties=species:S:1:pos:R:3:forces:R:3
C -2.019 2.265 0.675 -1.08 0.42 -0.04
C -1.554 1.260 0.139 0.68 0.74 0.29
C 2.047 -1.133 -0.524 1.20 1.07 1.40
N -0.771 -0.828 0.744 0.33 0.22 0.94
N -0.859 0.242 -0.208 -1.35 -1.85 0.82
O 3.084 -1.001 0.138 -0.20 -0.29 -0.45
O 1.254 -2.064 -0.633 -0.17 -0.08 -0.95
O 1.654 0.166 -1.158 0.10 0.50 1.55
H -2.990 2.717 0.597 0.06 0.29 0.10
H -0.106 -1.505 0.355 -0.52 -0.15 -0.09
H -1.680 -1.192 0.965 -0.20 -0.22 -0.38
H 0.019 0.259 -0.661 1.19 0.64 -1.50
H 1.922 0.816 -0.429 -0.04 -1.29 -1.70
```
Forces are in eV/Å.

charge = -1
HOMO level = -4.35 eV
F_max = 2.4 eV/Å
lowest unoccupied orbital energy = 3.9 eV
Kohn-Sham gap = 0.304 Eh
ΔE to the lowest compared entry with this formula, charge and spin = 406.7 kJ/mol
E_tot = -12313.489 eV

These are the natural (NBO) partial charges, in e, on atoms 1 to 4: C -0.476; C 0.191; C 0.956; N -0.700

***

DFT (ωB97M-V/def2-TZVPD) results for an isolated ion of composition C3H5N2O3 and charge -1 at a distorted geometry.

```
13
Properties=species:S:1:pos:R:3:forces:R:3
C 1.410 -1.339 -0.139 0.81 -2.18 0.38
C 1.058 -0.154 -0.464 0.71 4.74 -0.81
C 0.175 0.740 0.446 -0.63 -1.03 0.58
N -1.123 0.705 -0.184 4.03 5.65 -1.43
N -1.936 -0.242 -0.047 -0.99 -3.43 0.43
O -1.621 -1.212 0.638 1.77 -4.36 3.29
O -3.066 -0.134 -0.498 -4.86 1.60 -2.07
O 0.509 2.096 0.234 0.87 -0.12 0.75
H 2.123 -1.856 -0.742 0.30 -0.57 -0.24
H 1.004 -1.803 0.738 -0.21 -0.34 0.20
H 1.579 0.473 -1.325 -1.44 -1.49 1.68
H 0.195 0.485 1.587 0.09 0.05 -2.02
H -0.307 2.240 -0.244 -0.48 1.48 -0.75
```
Forces are in eV/Å.

charge = -1
HOMO level (alpha / beta) = 0.03 / -4.18 eV
F_max = 7.1 eV/Å
lowest unoccupied orbital energy (alpha / beta) = 4.0 / 2.6 eV
Kohn-Sham gap (alpha / beta) = 0.146 / 0.248 Eh
ΔE to the lowest compared entry with this formula, charge and spin = 138.4 kJ/mol
2S+1 = 3
E_tot = -12307.059 eV

These are the natural (NBO) partial charges, in e, on atoms 1 to 4: C -0.411; C -0.187; C 0.151; N -0.218

***

DFT (ωB97M-V/def2-TZVPD) results for an isolated ion of composition C3H5N2O3 and charge +1 at a distorted geometry.

```
13
Properties=species:S:1:pos:R:3:forces:R:3
C 1.027 -0.164 -0.041 -5.84 4.97 0.43
C -1.276 -0.454 0.199 0.22 4.75 2.22
C -1.244 1.053 -0.186 -0.70 -1.26 -1.65
N 0.016 -0.904 -0.049 3.94 -3.99 -1.13
N 2.409 -0.128 0.019 0.01 -0.61 -1.32
O 2.724 -0.681 1.014 1.56 -1.08 2.70
O 3.022 0.360 -0.860 0.84 0.82 -1.01
O -0.100 1.558 0.271 4.31 -1.66 0.81
H -1.469 -0.560 1.227 -0.23 -0.34 1.59
H -1.993 -0.873 -0.315 -3.40 -2.86 -2.91
H -1.206 1.072 -1.281 -0.57 0.14 -0.21
H -2.092 1.685 0.160 0.32 -0.61 0.25
H 0.184 -1.966 -0.160 -0.45 1.73 0.23
```
Forces are in eV/Å.

charge = +1
HOMO level (alpha / beta) = -15.64 / -15.54 eV
F_max = 7.7 eV/Å
lowest unoccupied orbital energy (alpha / beta) = -7.5 / -7.5 eV
Kohn-Sham gap (alpha / beta) = 0.298 / 0.297 Eh
ΔE to the lowest compared entry with this formula, charge and spin = 782.4 kJ/mol
E_tot = -12298.311 eV

These are the natural (NBO) partial charges, in e, on atoms 1 to 4: C 0.705; C -0.241; C -0.100; N -0.443

***

DFT (ωB97M-V/def2-TZVPD) results for the molecule C3H5N2O4PS at a distorted geometry.

```
16
Properties=species:S:1:pos:R:3:forces:R:3
O 0.935 2.636 -0.382 0.92 3.04 -1.22
C 0.707 1.526 -0.057 -3.24 0.68 2.18
C -0.476 1.292 0.872 0.36 0.03 2.37
N -1.626 0.568 0.404 1.99 -4.19 -2.30
P -1.117 -0.858 -0.271 -1.93 2.78 2.21
O -1.009 -0.906 -1.839 0.15 3.35 1.36
O -2.203 -1.941 0.080 -0.30 -1.08 -0.96
S 0.551 -1.877 0.525 0.68 1.20 -0.65
C 1.906 -0.700 0.027 -2.61 0.98 0.87
O 3.023 -0.979 0.227 1.98 -1.00 -0.14
N 1.545 0.572 -0.465 3.11 -1.91 -1.68
H -0.027 0.874 1.834 -0.29 -0.09 -0.85
H -0.906 2.220 1.257 0.75 0.43 -0.64
H -1.057 -1.720 -2.232 -0.12 -3.45 -1.67
H -2.615 -1.777 0.922 -0.35 0.28 0.56
H 2.370 1.072 -0.903 -1.10 -1.05 0.56
```
Forces are in eV/Å.

charge = 0
SMILES = O=C1CN=P(O)(O)SC(=O)N1
HOMO level = -8.93 eV
F_max = 5.2 eV/Å
lowest unoccupied orbital energy = 0.1 eV
Kohn-Sham gap = 0.334 Eh
E_tot = -34487.153 eV

These are the natural (NBO) partial charges, in e, on atoms 1 to 4: O -0.560; C 0.660; C -0.339; N -0.972

***

Among the records above, which one has the highest charge? number 3